Entry 1:
# C6H31NO8

A cluster of 9 separate species, C6H31NO8 in total (ωB97M-V/def2-TZVPD, the OMol25 dataset).

CARTESIAN COORDINATES (ANGSTROEM)
C: 0.7581 -1.6188 1.1401
C: 0.2235 -1.8205 -0.2504
C: -1.0866 -1.0861 -0.5487
C: -0.7950 0.4420 -0.5894
C: -2.1027 1.2385 -0.8080
C: -2.5665 1.7277 0.5608
N: -3.9847 2.1114 0.6880
H: 1.7212 -2.1125 1.2890
H: 0.1149 -1.8918 1.9772
H: 0.9539 -0.5649 1.2745
H: -0.0767 -2.8640 -0.3973
H: 0.9598 -1.6162 -1.0232
H: -1.8198 -1.2017 0.2594
H: -1.6503 -1.3990 -1.4085
H: -0.4067 0.6394 0.4037
H: -0.0709 0.6286 -1.3852
H: -2.7830 0.6975 -1.4611
H: -1.8146 2.1312 -1.3824
H: -2.4397 0.9249 1.3027
H: -1.9657 2.5379 0.9580
H: -4.2092 2.6029 -0.1920
H: -4.6228 1.3601 0.4006
O: 1.9867 0.5363 3.1223
H: 2.8816 0.6553 3.4581
H: 1.6660 -0.1755 3.6886
O: 1.7371 -3.9316 -1.7956
H: 1.6918 -3.3098 -2.5290
H: 2.6197 -3.8837 -1.4345
O: 3.6299 0.5803 -0.7169
H: 2.8450 0.0512 -0.5570
H: 3.4049 1.4620 -0.4059
O: -0.1835 2.8122 2.0195
H: 0.5312 2.1733 2.1460
H: 0.2472 3.6702 2.0936
O: 1.7112 1.8400 -3.4808
H: 1.9704 2.5408 -2.8815
H: 2.5388 1.4489 -3.7722
O: -1.4154 1.7646 4.4107
H: -0.8806 1.7306 3.6034
H: -2.1933 2.2147 4.0615
O: -3.3308 -2.9122 -1.1790
H: -2.6186 -3.5483 -1.1165
H: -3.9745 -3.3335 -0.5950
O: 3.5074 -1.5981 -2.7854
H: 3.8037 -1.9808 -1.9591
H: 3.8921 -0.7165 -2.7924

Cartesian forces, eV/Å:
C 0.66 0.57 0.16
C -2.06 -1.56 -0.41
C 0.57 2.10 1.03
C -1.17 -1.32 -0.66
C 1.95 1.18 0.15
C -1.49 -1.24 0.55
N -1.02 0.41 -1.93
H -0.04 -0.15 -0.04
H -0.34 -0.29 -0.29
H 0.21 0.32 0.20
H 0.67 -0.18 0.11
H 0.16 0.21 0.02
H 0.23 -0.35 0.17
H 0.38 -0.24 -0.67
H 0.37 0.65 -0.13
H 0.18 0.18 0.18
H -0.46 -0.24 0.49
H -0.27 -0.01 -0.06
H 0.15 -0.05 -0.16
H 0.00 0.05 -0.52
H 0.46 1.00 0.62
H 0.59 -0.78 1.00
O 0.21 -0.03 0.32
H 0.08 0.25 -0.16
H -0.33 0.02 -0.14
O -0.39 -0.41 -0.10
H 0.29 0.08 0.03
H 0.27 0.04 -0.08
O 0.25 0.09 -0.09
H -0.28 -0.06 0.01
H -0.02 -0.04 0.04
O 0.58 0.02 -0.01
H 0.14 -0.03 -0.02
H -0.06 0.02 0.12
O -0.11 -0.10 -0.09
H 0.04 0.15 0.11
H 0.02 -0.05 -0.02
O -0.05 -0.09 -0.41
H 0.04 0.11 0.34
H -0.17 0.00 0.26
O -0.58 -0.50 0.34
H 0.58 -0.05 -0.24
H -0.26 0.32 -0.13
O -0.15 -0.10 -0.27
H 0.19 0.04 0.18
H -0.02 0.08 0.17

SMILES string = CCCCCCN.O.O.O.O.O.O.O.O
Orbital gap = 9.02 eV
Energy = -903.817789 Ha

Entry 2:
# C31H36GaO12P2

A structure of composition C31H36GaO12P2 (ωB97M-V/def2-TZVPD, the OMol25 dataset).

CARTESIAN COORDINATES (ANGSTROEM)
C: -1.6279 -0.2289 2.1623
C: -1.4281 0.8369 0.9196
O: -1.3251 2.2552 1.3619
C: -0.2968 2.8634 0.5038
C: -0.3818 4.4978 0.3694
C: 1.0954 4.9745 -0.2540
C: 1.0850 4.9964 -1.9050
C: 1.6849 3.6369 -2.6041
Ga: 3.5835 3.8837 -3.3956
P: 4.9954 5.2622 -2.1192
O: 6.4811 5.0217 -2.6792
P: 3.5050 4.7613 -5.5962
O: 3.5746 3.3994 -6.7340
O: 1.9193 5.4912 -5.7331
H: -2.0167 -1.2465 1.6808
H: -0.5598 -0.4732 2.5991
H: -2.3961 0.1196 2.9769
H: -2.3564 0.7997 0.1887
H: -0.4963 0.4655 0.3091
H: -0.2954 2.4384 -0.6045
H: 0.7500 2.6275 1.0145
H: -1.1780 4.7180 -0.4918
H: -0.6570 5.0607 1.3634
H: 1.2903 6.0832 0.1084
H: 1.9498 4.3070 0.1889
H: 1.8245 5.8796 -2.2157
H: -0.0003 5.2618 -2.3075
H: 0.9567 3.3701 -3.4969
H: 1.7195 2.6955 -1.9089
H: 4.2639 2.4207 -3.5400
H: 5.0012 4.9521 -0.7003
H: 4.6253 6.6544 -2.2322
H: 3.2221 3.8034 -7.5804
H: 1.2564 4.7369 -5.7997
C: 1.1736 -3.5729 1.7337
C: 0.7467 -4.8051 2.0264
C: -0.0471 -5.5903 1.0607
O: -0.4400 -6.7175 1.3285
C: -0.3492 -4.9621 -0.2408
C: 0.0777 -3.7299 -0.5335
C: 0.8715 -2.9447 0.4322
O: 1.2644 -1.8175 0.1644
H: 1.7562 -2.9831 2.4309
H: 0.9607 -5.2801 2.9763
H: -0.9318 -5.5519 -0.9379
H: -0.1363 -3.2549 -1.4834
C: 1.6962 -8.7081 0.3157
C: 1.1052 -9.9004 0.4402
C: 1.7741 -11.1375 -0.0085
O: 1.2331 -12.2290 0.1032
C: 3.1212 -11.0063 -0.5983
C: 3.7122 -9.8140 -0.7228
C: 3.0434 -8.5768 -0.2741
O: 3.5844 -7.4854 -0.3858
H: 1.2193 -7.7909 0.6390
H: 0.1177 -10.0133 0.8714
H: 3.5982 -11.9234 -0.9216
H: 4.6997 -9.7010 -1.1540
C: -0.8049 9.5501 2.2612
C: -0.5414 8.4806 1.5041
C: -0.9491 8.4265 0.0863
O: -0.7101 7.4472 -0.6068
C: -1.6574 9.5999 -0.4625
C: -1.9208 10.6694 0.2946
C: -1.5131 10.7235 1.7123
O: -1.7521 11.7028 2.4055
H: -0.5134 9.6057 3.3029
H: -0.0221 7.6124 1.8917
H: -1.9488 9.5442 -1.5043
H: -2.4401 11.5376 -0.0931
C: -3.6320 -5.4430 2.9160
C: -4.6446 -6.2775 3.1705
C: -5.9915 -6.0395 2.6152
O: -6.9193 -6.8017 2.8494
C: -6.1757 -4.8453 1.7669
C: -5.1632 -4.0108 1.5124
C: -3.8162 -4.2488 2.0677
O: -2.8884 -3.4866 1.8336
H: -2.6382 -5.6025 3.3160
H: -4.5254 -7.1581 3.7903
H: -7.1696 -4.6858 1.3669
H: -5.2824 -3.1302 0.8926

Cartesian forces, eV/Å:
C 0.33 -0.34 -1.02
C -0.95 -0.80 0.10
O 1.24 -1.62 -2.00
C 1.35 1.19 0.12
C 0.34 -0.77 -1.32
C -0.81 0.84 0.12
C 0.83 0.19 0.29
C -1.54 -0.05 -0.07
Ga -1.14 -1.65 -0.02
P 3.97 -0.82 -1.65
O -3.28 0.84 1.43
P 0.30 0.96 -1.14
O -1.64 1.78 -0.02
O -0.17 -2.67 -0.51
H 0.75 2.23 1.07
H -2.26 0.67 -0.54
H 1.65 -0.56 -1.60
H 1.74 -0.10 1.43
H -1.64 0.94 1.27
H -0.09 0.78 2.37
H -2.00 0.28 -1.22
H 1.55 -0.21 2.19
H 0.53 -1.30 -1.89
H -0.37 -2.30 -0.68
H -1.55 1.15 -1.00
H -1.82 -1.67 0.58
H 2.29 -0.47 0.99
H 1.38 0.31 1.68
H -0.33 1.81 -1.01
H 0.06 0.37 0.22
H -0.40 0.59 -0.50
H 0.06 -0.41 0.59
H 0.86 -0.69 1.30
H 0.90 1.38 0.47
C -0.03 -0.41 0.34
C 0.19 0.37 0.05
C -0.23 -0.15 0.10
O 0.00 0.43 -0.01
C 0.06 0.33 -0.22
C -0.26 -0.44 -0.14
C 0.35 1.08 -0.25
O -0.36 -0.92 0.25
H -0.01 0.02 -0.05
H -0.02 -0.01 -0.03
H 0.01 -0.01 0.03
H 0.03 0.02 0.05
C -0.24 -0.20 0.10
C 0.03 0.44 0.04
C -0.46 -0.71 0.12
O 0.36 0.63 -0.08
C 0.39 0.28 -0.14
C 0.05 -0.49 -0.08
C 0.34 0.76 -0.06
O -0.35 -0.70 0.08
H 0.08 -0.24 -0.04
H 0.03 0.01 -0.02
H -0.04 0.00 0.02
H -0.03 0.03 0.02
C 0.16 -0.41 -0.08
C 0.04 0.22 0.46
C 0.24 -0.93 -0.68
O -0.33 0.95 0.54
C -0.21 0.48 0.06
C -0.02 -0.24 -0.40
C -0.14 0.63 0.47
O 0.12 -0.54 -0.39
H -0.02 0.03 -0.03
H -0.01 -0.01 -0.06
H 0.04 -0.04 0.02
H 0.02 -0.01 0.05
C -0.16 -0.38 0.22
C 0.46 0.14 0.04
C -0.69 -0.59 0.18
O 0.60 0.50 -0.15
C 0.19 0.39 -0.21
C -0.46 -0.11 -0.06
C 0.65 0.52 -0.15
O -0.54 -0.58 0.10
H 0.00 0.01 -0.04
H -0.04 0.02 -0.03
H 0.02 -0.03 0.03
H 0.04 -0.01 0.03

Orbital gap = 2.97 eV
Energy = -4712.998383 Ha
Net charge = -1

Entry 3:
# C10H8As2BrCuF28O2

A structure of composition C10H8As2BrCuF28O2 (ωB97M-V/def2-TZVPD, the OMol25 dataset).

CARTESIAN COORDINATES (ANGSTROEM)
Cu: 1.3140 -0.4467 -1.3436
As: 4.9466 -0.2941 -2.9724
F: 3.2050 -0.0171 -2.8556
F: 5.1208 0.7452 -4.3970
F: 6.7098 -0.5598 -3.0322
F: 4.7848 -1.4721 -1.6512
F: 4.6989 -1.7513 -4.0728
F: 5.4007 0.9855 -1.8174
As: 0.9587 -2.4801 -4.7157
F: 0.3657 -4.1021 -4.1356
F: 1.4629 -1.9603 -3.1071
F: 1.6018 -0.8737 -5.3650
F: 0.6258 -2.9555 -6.4309
F: -0.6547 -1.8257 -4.4594
F: 2.6483 -3.0682 -5.0705
Br: 2.7979 -1.9772 0.6766
C: -0.3012 -0.8406 5.5050
C: -1.3521 -0.0986 6.3290
C: -2.6675 -0.9275 6.5332
F: -3.4064 -1.0127 5.4496
F: -2.4827 -2.1134 6.9767
F: -0.7771 0.1632 7.5293
F: -1.6126 1.0783 5.7919
O: -0.7158 -1.0146 4.1304
C: -0.4499 -0.0619 3.0960
C: -0.9776 -0.7541 1.7813
F: -2.2977 -0.7595 1.6641
F: -0.4934 -0.1057 0.7035
F: -0.8496 1.1575 3.4324
F: 0.9247 -0.0298 3.0318
H: -0.0870 -1.8451 5.8701
H: 0.6190 -0.2587 5.4524
H: -3.3721 -0.3714 7.1516
H: -0.5548 -1.7582 1.8131
C: -1.7619 2.7624 -1.7415
C: -0.9391 3.5376 -0.7004
C: 0.5938 3.3694 -0.9444
F: 1.1000 2.1056 -0.9129
F: 1.0371 3.9655 -2.0840
F: -1.3248 4.7846 -0.6575
F: -1.1899 3.0349 0.5102
O: -1.5919 1.3751 -1.6208
C: -2.5440 0.4752 -2.3180
C: -2.3072 -0.9978 -1.8445
F: -2.9218 -1.9738 -2.4829
F: -0.9769 -1.2997 -1.7775
F: -3.7908 0.8671 -2.0394
F: -2.4252 0.7161 -3.5785
H: -1.6183 3.1283 -2.7581
H: -2.8003 3.0389 -1.5589
H: 1.0927 3.8702 -0.1147
H: -2.7647 -1.1534 -0.8675

Cartesian forces, eV/Å:
Cu 1.32 -1.08 0.34
As 1.45 -2.96 -0.28
F 0.59 0.65 0.03
F -0.53 -0.29 1.13
F -0.73 -0.17 -0.22
F 0.33 1.28 -0.85
F 0.35 2.30 1.14
F -1.16 -0.29 -0.82
As 2.97 -0.16 -2.47
F 0.77 1.94 -0.52
F -0.70 -0.46 -0.31
F -1.51 -1.61 0.90
F -0.50 0.41 1.61
F 0.70 -0.21 -0.27
F -2.36 0.04 0.94
Br -1.15 0.64 -0.36
C 0.39 0.63 -2.06
C 0.74 -1.93 -0.51
C -0.99 4.11 0.65
F -0.44 -0.26 -2.90
F 1.26 -2.96 1.35
F -0.22 -0.32 0.79
F -0.89 0.85 -0.29
O -1.31 0.29 -0.53
C 1.88 -2.27 1.99
C 1.79 0.38 0.51
F -1.13 0.04 0.39
F 0.05 0.38 0.10
F -0.40 0.19 -0.76
F -1.01 0.57 -0.53
H -0.16 0.18 0.15
H 0.08 0.08 0.60
H 0.58 0.28 1.22
H -0.09 -0.11 -0.14
C -1.67 0.45 -0.49
C 0.80 -3.64 -1.80
C 1.54 1.12 1.13
F -1.15 0.18 -0.31
F -0.86 -0.25 0.01
F 0.02 2.04 -0.53
F 0.03 -0.58 1.05
O -0.75 -2.42 -0.18
C 1.89 2.16 1.63
C 0.71 -0.08 2.27
F -0.57 -0.23 -2.25
F -0.71 0.54 -0.26
F -0.94 -0.30 0.97
F 0.63 -0.44 -2.40
H 0.76 -0.01 -0.08
H -0.26 -0.02 0.40
H 0.00 0.25 0.15
H 0.55 1.11 0.67

Orbital gap = 6.11 eV
Energy = -12018.927567 Ha
Net charge = -2

Entry 4:
# C2H2O2Tl

A structure of composition C2H2O2Tl (ωB97M-V/def2-TZVPD, the OMol25 dataset).

CARTESIAN COORDINATES (ANGSTROEM)
O: -1.8821 1.2540 -0.2588
C: -0.6730 1.0963 -0.3263
C: 0.4975 0.7029 0.0375
O: 1.4965 -0.1792 -0.3512
Tl: 2.4166 1.3562 0.2143
H: -1.8506 -1.4798 0.3001
H: -2.4810 -1.0191 0.2443

Cartesian forces, eV/Å:
O 6.40 0.06 -0.77
C -9.24 0.07 0.30
C 2.55 -2.71 -0.76
O -6.47 -4.65 -1.75
Tl 6.80 7.47 2.92
H -1.10 0.68 -0.07
H 1.06 -0.92 0.13

Orbital gap (alpha / beta) = 7.59 / 6.02 eV
Energy = -399.787363 Ha
Net charge = +1

Entry 5:
# C2H9NO2

A cluster of 3 separate species, C2H9NO2 in total (ωB97M-V/def2-TZVPD, the OMol25 dataset).

CARTESIAN COORDINATES (ANGSTROEM)
C: -0.3012 0.9903 -3.1285
N: -1.1828 1.6811 -2.5596
C: -1.1680 1.4960 -1.0814
H: -0.0700 0.9726 -4.1980
H: 0.3861 0.2440 -2.6950
H: -1.8332 2.2652 -0.6780
H: -0.1846 1.5412 -0.6335
H: -1.7639 0.6286 -0.7826
O: 0.6266 -4.9876 4.6824
H: 0.3433 -4.1737 4.2784
H: 0.1037 -5.7156 4.3297
O: 1.6454 1.2845 0.8180
H: 2.4186 1.8068 0.9299
H: 0.9800 1.9665 0.7182

Cartesian forces, eV/Å:
C 1.00 -0.99 -1.01
N 0.76 -0.49 0.80
C -1.99 0.74 -0.39
H -0.85 0.70 -0.13
H -0.28 0.37 0.89
H 0.55 0.42 0.10
H 0.02 -0.30 -0.18
H 0.64 -0.51 -0.25
O 0.38 -0.56 0.45
H -0.33 0.21 -0.35
H -0.05 0.35 -0.10
O -0.81 -0.39 -0.12
H 1.35 0.43 0.21
H -0.38 0.02 0.08

SMILES string = C=NC.O.O
Orbital gap = 10.68 eV
Energy = -286.774511 Ha

Entry 6:
# C21H25HgIN5O6

A structure of composition C21H25HgIN5O6 (ωB97M-V/def2-TZVPD, the OMol25 dataset).

CARTESIAN COORDINATES (ANGSTROEM)
Hg: -3.4076 -15.3701 5.6946
C: -5.8943 -11.7791 8.4644
O: -6.8876 -11.1112 8.6283
C: -7.8926 -16.6433 11.7487
C: -6.6577 -16.4123 11.2760
O: -5.7228 -16.0941 12.2571
C: -4.2608 -16.0557 12.1722
C: -3.7914 -14.8782 11.4198
O: -3.7134 -13.7162 11.9340
C: -4.2057 -10.2328 5.0091
H: -5.7776 -12.7439 7.7238
H: -5.2487 -10.9263 5.5554
H: -4.9283 -11.3605 8.8872
H: -8.1397 -12.9104 4.5690
H: -8.9649 -16.7718 11.1138
H: -6.4743 -16.0680 10.2459
H: -1.8803 -14.3348 3.9254
H: -4.0395 -17.0758 11.8640
H: -3.8039 -15.8788 13.2065
H: -7.8621 -16.4328 12.8104
H: -3.6849 -15.1468 10.2621
H: -4.1100 -11.0373 4.5953
H: -4.3895 -6.7177 1.6640
H: -3.8083 -9.8005 6.0403
O: -9.1649 -13.8098 8.3720
C: -8.1376 -14.3695 7.7261
N: -7.7010 -13.5365 6.7061
C: -7.6937 -13.8538 5.3324
O: -7.7570 -14.9372 4.7715
C: -6.3847 -9.3912 1.4603
C: -5.2234 -9.8054 1.1863
C: -4.3469 -10.3665 2.3557
C: -4.7131 -9.6641 3.5153
C: -6.0097 -9.4424 3.6633
N: -6.9303 -9.4356 2.6449
C: -6.9997 -15.3740 8.0435
C: -5.9611 -14.5920 8.5649
C: -4.6067 -15.0419 8.4405
C: -4.4561 -16.2792 8.0191
C: -5.6461 -17.0947 7.9325
N: -6.8352 -16.6173 7.8896
H: -4.5158 -10.1890 0.4508
H: -3.1656 -10.0834 2.2871
H: -4.0627 -11.5445 2.2529
H: -6.5441 -9.5725 4.5300
H: -6.0375 -13.5575 9.2658
H: -4.0867 -14.2581 8.4853
H: -3.5330 -16.7242 8.2236
H: -5.4309 -18.0600 7.5611
I: -1.2896 -10.0957 -0.4374
C: -1.9742 -8.2223 0.1337
C: -3.3770 -7.9795 0.0423
N: -3.5996 -6.9728 1.0443
N: -2.6304 -6.9343 1.8563
C: -1.4389 -7.5247 1.3695
H: -4.0962 -8.2042 -0.7923
H: -1.1031 -13.3480 3.9531
H: -0.3547 -7.3547 1.9729
O: -1.7867 -13.5665 4.5004

Cartesian forces, eV/Å:
Hg -0.17 -0.37 -0.57
C 0.62 0.78 -2.30
O 0.58 -1.14 0.01
C -1.64 0.09 -1.64
C -0.56 1.06 -0.52
O 0.65 0.74 1.05
C -1.36 -0.89 2.14
C -0.01 3.61 -1.50
O -0.01 -4.72 -2.09
C -5.47 6.80 5.04
H -0.68 3.01 1.24
H 1.93 2.63 -1.09
H -0.30 -0.72 0.12
H 2.08 -1.66 2.26
H 3.65 0.48 1.79
H 0.41 -0.92 0.50
H -1.61 -1.07 0.64
H 0.96 0.31 -0.64
H -1.29 -0.53 -0.91
H -0.88 -0.65 0.34
H 0.31 1.30 2.33
H 4.28 -9.79 -3.33
H -0.56 -0.78 -1.87
H 0.08 -0.76 -3.07
O 4.29 -4.48 -1.19
C -3.47 4.59 0.04
N -0.19 -1.38 -2.47
C -2.88 2.09 0.30
O 0.63 -0.51 0.35
C -3.95 0.77 0.31
C 7.16 -3.31 -0.34
C 5.16 -0.95 -2.29
C -0.25 0.08 6.23
C -3.29 0.41 -2.28
N -0.24 0.97 0.06
C -1.43 5.38 2.52
C 1.92 1.60 2.55
C -8.34 -1.13 0.22
C -1.68 -3.69 0.97
C 4.20 0.76 -0.77
N -2.14 -2.87 -1.73
H -1.40 1.04 -1.77
H -1.94 -0.15 -1.12
H -1.63 1.52 0.98
H -0.56 0.63 2.61
H -0.58 -3.56 -2.24
H 5.66 5.35 0.85
H 1.48 -1.08 -0.82
H -0.40 -1.48 0.27
I 0.32 0.12 -0.51
C -0.67 0.39 2.25
C 1.11 2.03 -0.04
N -1.60 -2.63 -1.16
N 7.64 1.20 1.76
C -3.45 0.59 0.17
H 0.95 0.18 1.42
H 3.81 3.03 -1.71
H -3.57 -0.93 -2.05
O -1.69 -1.38 0.69

Multiplicity = 2
Orbital gap (alpha / beta) = 4.04 / 4.06 eV
Energy = -1990.729662 Ha
Net charge = -2
<S²> = 0.758

Entry 7:
# C19H17N5O2Rb

A structure of composition C19H17N5O2Rb (ωB97M-V/def2-TZVPD, the OMol25 dataset).

CARTESIAN COORDINATES (ANGSTROEM)
Rb: -0.6974 -1.4433 0.2234
C: 2.5935 -1.5241 -4.7170
C: 2.3134 -0.1691 -4.5944
C: 2.0262 0.3844 -3.3588
C: 2.0152 -0.4064 -2.1954
C: 2.2819 -1.7770 -2.3408
C: 2.5705 -2.3214 -3.5801
N: 1.6463 0.0892 -0.9595
C: 2.2103 1.1428 -0.4168
C: 3.4407 1.7247 -0.9073
C: 4.0321 2.7820 -0.2969
C: 3.4563 3.3876 0.8530
C: 2.2986 2.8848 1.3551
C: 1.6401 1.7646 0.7686
N: 0.4939 1.2508 1.2696
N: -0.0136 1.8943 2.2562
C: -1.1967 1.4161 2.7781
C: -1.6685 2.0950 3.9201
C: -2.8503 1.7027 4.5052
C: -3.5643 0.6464 3.9460
C: -3.0354 0.0422 2.8182
N: -1.8922 0.4005 2.2448
H: 2.8130 -1.9550 -5.6859
H: 2.3138 0.4610 -5.4770
H: 1.7862 1.4370 -3.2687
H: 2.2569 -2.3998 -1.4548
H: 2.7775 -3.3819 -3.6640
H: 3.9070 1.2654 -1.7677
H: 4.9706 3.1675 -0.6807
H: 3.9491 4.2292 1.3235
H: 1.8333 3.3078 2.2337
H: -1.0755 2.9132 4.3038
H: -3.2244 2.2089 5.3870
H: -4.4979 0.3025 4.3696
H: -3.5647 -0.7772 2.3388
N: -3.7575 -1.7256 -0.5857
C: -3.9932 -2.9850 0.1331
C: -2.7705 -3.9569 0.0765
O: -2.9702 -5.0682 0.5857
O: -1.7291 -3.5116 -0.4717
H: -4.6237 -1.2092 -0.6748
H: -3.4535 -1.9595 -1.5238
H: -4.8447 -3.5563 -0.2529
H: -4.2030 -2.7730 1.1846

Cartesian forces, eV/Å:
Rb 0.77 1.39 0.26
C 0.01 -0.04 -0.04
C 0.01 0.01 -0.03
C -0.01 -0.06 0.09
C 0.11 0.03 -0.16
C -0.01 0.12 0.04
C 0.02 -0.04 -0.06
N -0.23 -0.09 0.22
C -0.23 -0.22 0.00
C 0.14 0.11 0.00
C -0.08 -0.08 -0.02
C 0.05 0.12 0.06
C -0.14 -0.15 -0.01
C 0.62 0.21 -0.27
N -0.65 0.20 0.53
N 0.72 0.11 -0.36
C -0.78 -0.31 0.27
C 0.13 -0.05 -0.15
C -0.05 -0.05 -0.02
C 0.03 0.02 0.01
C -0.13 -0.05 0.03
N 0.31 0.11 -0.05
H 0.00 0.00 0.01
H -0.01 0.01 0.02
H 0.02 0.01 -0.01
H 0.01 -0.02 -0.01
H -0.02 0.00 0.02
H 0.01 0.00 -0.01
H 0.00 -0.02 -0.04
H -0.02 0.00 0.01
H 0.05 0.05 0.01
H -0.01 0.01 0.02
H 0.03 0.02 0.00
H 0.00 0.00 -0.02
H 0.03 0.01 0.00
N 0.02 -0.08 0.09
C 0.16 -0.21 -0.16
C -0.38 -0.13 0.06
O 0.05 0.09 0.04
O -0.62 -1.15 -0.43
H -0.02 0.06 0.00
H 0.09 0.03 -0.01
H -0.02 0.03 0.04
H 0.02 -0.01 0.01

Orbital gap = 5.98 eV
Energy = -1182.654221 Ha
Net charge = -1

The highest energy belongs to which entry?
C2H9NO2